# 1
Here is an isolated ion of composition C4H8NO2 and charge -1 from the Open Molecules 2025 dataset. Energies are from wB97M-V/def2-TZVPD.

Geometry (Å):
1 C -0.36 1.93 -0.63
2 N -0.72 0.54 -0.42
3 C 0.27 -0.27 0.28
4 C -0.39 -1.10 1.37
5 C 0.95 -1.29 -0.69
6 O 1.93 -1.93 -0.25
7 O 0.42 -1.38 -1.81
8 H -1.14 2.63 -0.33
9 H -0.09 2.17 -1.67
10 H 0.52 2.19 -0.03
11 H -0.75 0.06 -1.32
12 H 1.10 0.32 0.70
13 H 0.32 -1.79 1.80
14 H -0.83 -0.47 2.14
15 H -1.23 -1.59 0.87

## Properties
* total charge: -1
* energy above the lowest of the compared OMol25 structures with the same formula, charge and spin: 13.1 kcal/mol
* 2S+1: 1
* structure (SMILES): CN[C@@H](C)C(=O)[O-]
* orbital gap: 8.0 eV
* HOMO energy: -3.833 eV

# 2
Here is C20H26BrF6N7O2ReS2Sb as an isolated structure from the Open Molecules 2025 dataset. Energies are from wB97M-V/def2-TZVPD.

Geometry (Å):
1 Re -1.63 -0.71 -0.61
2 C -1.80 2.33 -1.23
3 C -1.84 2.36 0.30
4 N -1.37 1.00 0.74
5 C -1.95 0.62 2.04
6 C -3.06 -0.37 1.91
7 C -4.09 -0.63 2.80
8 C -5.24 -1.32 2.35
9 C -5.34 -1.67 0.95
10 C -4.24 -1.49 0.10
11 C -4.40 -1.77 -1.38
12 N -3.14 -1.27 -2.05
13 C -3.29 -0.48 -3.27
14 C -2.35 0.72 -3.12
15 N -2.38 1.07 -1.66
16 N -3.10 -0.88 0.62
17 H -0.79 2.52 -1.65
18 H -2.29 3.29 -1.58
19 H -2.87 2.46 0.70
20 H -1.13 3.09 0.71
21 H -0.36 1.16 0.94
22 H -2.34 1.57 2.50
23 H -1.12 0.24 2.72
24 H -4.05 -0.31 3.85
25 H -6.03 -1.56 3.07
26 H -6.25 -2.14 0.66
27 H -5.34 -1.26 -1.70
28 H -4.51 -2.88 -1.48
29 H -2.71 -2.13 -2.33
30 H -4.32 -0.11 -3.29
31 H -3.11 -1.12 -4.17
32 H -2.64 1.56 -3.71
33 H -1.34 0.46 -3.45
34 H -3.39 1.06 -1.44
35 Br -1.28 -3.31 -1.15
36 N 7.11 -2.25 1.40
37 C 6.08 -1.36 1.00
38 C 6.43 -0.08 0.49
39 C 5.43 0.80 0.14
40 C 4.11 0.42 0.25
41 C 3.76 -0.84 0.57
42 C 4.71 -1.74 1.03
43 S 2.80 1.64 -0.04
44 O 2.34 2.25 1.28
45 O 3.30 2.60 -0.98
46 N 1.32 0.98 -0.40
47 C 1.28 0.19 -1.47
48 S 2.70 0.05 -2.55
49 C 1.76 -1.01 -3.47
50 C 0.47 -1.23 -3.00
51 N 0.21 -0.53 -1.85
52 H 8.01 -1.90 1.34
53 H 7.00 -3.22 1.61
54 H 7.48 0.07 0.36
55 H 5.59 1.83 -0.16
56 H 2.73 -1.19 0.43
57 H 4.33 -2.66 1.41
58 H 2.04 -1.50 -4.42
59 H -0.35 -1.80 -3.43
60 F -0.30 -1.28 0.67
61 Sb 2.46 1.96 3.45
62 F 1.15 0.52 3.60
63 F 3.66 0.47 3.34
64 F 0.97 3.20 3.16
65 F 2.66 2.21 5.29
66 F 3.85 3.27 3.22

## Properties
* total charge: +2
* energy above the lowest of the compared OMol25 structures with the same formula, charge and spin: 0.0 kcal/mol
* 2S+1: 3
* orbital gap (alpha / beta): 6.8 / 3.6 eV
* HOMO energy (alpha / beta): -13.016 / -12.954 eV

# 3
Here is C7H7InN2O6 as an isolated structure from the Open Molecules 2025 dataset. Energies are from wB97M-V/def2-TZVPD.

Geometry (Å):
1 O -1.96 -1.01 -3.42
2 C -1.48 -0.63 -2.46
3 In -0.13 0.31 0.07
4 O 2.59 -1.97 -0.88
5 C 1.66 -1.31 -0.80
6 C -1.77 1.51 0.84
7 O -1.84 2.17 1.84
8 C -1.31 -1.78 1.11
9 O -1.73 -2.56 1.81
10 C 0.85 2.20 -1.30
11 O 1.30 3.20 -1.61
12 H -2.55 1.27 0.01
13 C 2.53 -0.40 4.17
14 N 2.29 0.94 3.67
15 C 1.62 1.21 2.55
16 N 1.53 2.51 2.16
17 O 1.11 0.24 1.89
18 H 2.06 -1.14 3.51
19 H 2.12 -0.51 5.18
20 H 3.61 -0.59 4.21
21 H 2.68 1.73 4.18
22 H 0.93 2.78 1.40
23 H 1.91 3.22 2.78

## Properties
* total charge: +2
* 2S+1: 1
* orbital gap (alpha / beta): 7.9 / 7.9 eV
* HOMO energy (alpha / beta): -16.732 / -16.731 eV

# 4
Here is C49H68BN5O3SSeW as an isolated structure from the Open Molecules 2025 dataset. Energies are from wB97M-V/def2-TZVPD.

Geometry (Å):
1 W 0.04 -0.11 -0.14
2 C 1.95 -1.67 -0.04
3 C 1.40 -2.71 -0.85
4 C 1.22 -2.18 -2.18
5 C 1.59 -0.81 -2.10
6 C 2.20 -0.49 -0.83
7 C 3.46 0.39 -0.77
8 C 4.08 0.37 0.62
9 C 3.14 1.84 -1.18
10 C 4.48 -0.19 -1.76
11 C 1.21 -2.82 -3.58
12 C 0.40 -4.10 -3.79
13 C 2.69 -3.11 -3.90
14 C 0.68 -1.83 -4.63
15 C 1.26 -4.12 -0.29
16 C 2.31 -5.05 -0.93
17 C -0.15 -4.70 -0.48
18 C 1.53 -4.15 1.22
19 H 2.41 -1.85 0.91
20 H 1.76 -0.19 -2.97
21 H 3.34 0.65 1.36
22 H 4.92 1.06 0.67
23 H 4.46 -0.63 0.85
24 H 2.52 2.33 -0.43
25 H 2.63 1.88 -2.14
26 H 4.06 2.40 -1.29
27 H 4.60 -1.26 -1.60
28 H 5.45 0.29 -1.62
29 H 4.18 -0.03 -2.79
30 H 0.70 -4.91 -3.14
31 H 0.56 -4.44 -4.81
32 H -0.68 -3.92 -3.68
33 H 3.13 -3.78 -3.17
34 H 3.28 -2.20 -3.93
35 H 2.75 -3.59 -4.88
36 H -0.34 -1.52 -4.40
37 H 0.66 -2.33 -5.60
38 H 1.31 -0.95 -4.75
39 H 2.09 -5.28 -1.97
40 H 2.34 -5.99 -0.39
41 H 3.30 -4.59 -0.88
42 H -0.53 -4.60 -1.50
43 H -0.86 -4.22 0.19
44 H -0.14 -5.76 -0.24
45 H 2.57 -3.93 1.45
46 H 1.32 -5.15 1.59
47 H 0.88 -3.46 1.75
48 N 0.07 3.34 -0.04
49 C 0.03 3.06 -1.39
50 C 0.09 4.10 -2.32
51 C -0.05 3.82 -3.66
52 C -0.25 2.49 -4.05
53 C -0.23 1.52 -3.07
54 N -0.07 1.78 -1.77
55 C -0.69 2.74 0.96
56 C -1.00 3.50 2.08
57 C -1.86 3.00 3.05
58 C -2.46 1.77 2.79
59 C -2.10 1.06 1.68
60 N -1.13 1.46 0.79
61 H 0.30 4.31 0.17
62 H 0.22 5.12 -1.99
63 H -0.01 4.60 -4.40
64 H -0.39 2.23 -5.08
65 H -0.36 0.48 -3.35
66 H -0.60 4.50 2.17
67 H -2.13 3.58 3.91
68 H -3.22 1.38 3.46
69 H -2.65 0.17 1.41
70 C 3.52 4.40 2.28
71 C 2.31 3.49 2.49
72 C 2.61 2.35 3.46
73 S 1.32 1.02 3.36
74 O 1.26 0.66 1.88
75 C 2.39 -0.26 4.14
76 C 1.70 -1.61 4.23
77 C 2.69 -2.67 4.72
78 H 3.25 5.23 1.63
79 H 4.35 3.87 1.81
80 H 3.86 4.81 3.22
81 H 2.02 3.06 1.53
82 H 1.49 4.08 2.88
83 H 2.59 2.70 4.49
84 H 3.58 1.92 3.24
85 H 2.62 0.12 5.14
86 H 3.31 -0.33 3.56
87 H 1.32 -1.88 3.24
88 H 0.85 -1.55 4.91
89 H 3.56 -2.71 4.07
90 H 2.21 -3.64 4.72
91 H 3.02 -2.44 5.72
92 Se -1.78 -2.15 -2.06
93 N -1.62 -0.47 -1.40
94 C -2.74 0.22 -1.80
95 C -3.12 1.52 -1.46
96 C -4.31 2.04 -1.94
97 C -5.15 1.30 -2.78
98 C -4.81 0.02 -3.15
99 C -3.62 -0.54 -2.65
100 N -3.25 -1.80 -2.89
101 H -2.50 2.14 -0.83
102 H -4.61 3.03 -1.64
103 H -6.05 1.76 -3.15
104 H -5.43 -0.58 -3.79
105 C -5.95 -2.65 5.48
106 C -4.80 -3.66 5.33
107 C -5.36 -5.09 5.21
108 C -3.94 -3.61 6.60
109 C -4.04 -3.30 4.06
110 C -4.69 -3.47 2.83
111 C -4.13 -3.13 1.61
112 C -2.87 -2.58 1.66
113 O -2.09 -2.08 0.65
114 B -0.93 -1.52 1.23
115 O -1.01 -1.74 2.60
116 C -2.20 -2.39 2.87
117 C -2.76 -2.76 4.08
118 H -6.48 -2.83 6.41
119 H -6.66 -2.72 4.67
120 H -5.55 -1.64 5.51
121 H -5.89 -5.35 6.12
122 H -4.54 -5.80 5.07
123 H -6.05 -5.19 4.38
124 H -4.55 -3.91 7.45
125 H -3.56 -2.61 6.80
126 H -3.11 -4.31 6.54
127 H -5.69 -3.88 2.81
128 H -4.65 -3.27 0.68
129 H -2.21 -2.63 5.00

## Properties
* total charge: +2
* 2S+1: 1
* orbital gap (alpha / beta): 6.0 / 6.1 eV
* HOMO energy (alpha / beta): -12.215 / -12.487 eV

# 5
Here is one molecule with the formula C6H10 from the Open Molecules 2025 dataset. Energies are from wB97M-V/def2-TZVPD.

Geometry (Å):
1 C 1.11 -0.62 -1.66
2 C 1.16 0.55 -1.01
3 C 0.94 0.64 0.51
4 C -0.53 0.23 0.64
5 C -1.20 0.60 -0.45
6 C -1.06 -0.76 1.63
7 H 0.98 -1.55 -1.10
8 H 1.04 -0.70 -2.74
9 H 1.19 1.48 -1.58
10 H 1.22 1.62 0.93
11 H 1.58 -0.10 0.99
12 H -0.90 1.57 -0.79
13 H -1.89 0.04 -1.07
14 H -0.77 -0.48 2.66
15 H -2.16 -0.74 1.59
16 H -0.72 -1.78 1.45

## Properties
* energy above the lowest of the compared OMol25 structures with the same formula, charge and spin: 61.7 kcal/mol
* 2S+1: 1
* structure (SMILES): C=CCC(=C)C
* orbital gap: 9.1 eV
* HOMO energy: -7.905 eV

# 6
Here is C33H35BaN5O7Si as an isolated structure from the Open Molecules 2025 dataset. Energies are from wB97M-V/def2-TZVPD.

Geometry (Å):
1 Ba -0.02 -0.56 0.19
2 O -3.32 0.18 2.94
3 C -2.37 0.78 2.43
4 O -1.94 0.63 1.24
5 C -1.73 1.90 3.28
6 C -2.17 3.28 2.75
7 C -2.00 4.34 3.85
8 C -0.46 4.51 3.85
9 C -0.05 3.53 2.74
10 O -1.15 3.65 1.83
11 C -0.18 2.09 3.26
12 C 0.61 1.06 2.44
13 O 0.50 -0.14 2.78
14 O 1.28 1.46 1.46
15 H -2.09 1.75 4.29
16 H -3.14 3.28 2.25
17 H -2.40 4.01 4.81
18 H -2.50 5.27 3.57
19 H 0.00 4.27 4.81
20 H -0.17 5.53 3.59
21 H 0.88 3.73 2.23
22 H 0.20 2.01 4.29
23 C 0.41 -3.85 -7.85
24 O 1.04 -2.86 -8.64
25 C 0.80 -1.55 -8.28
26 C 1.49 -0.58 -8.99
27 C 1.32 0.76 -8.68
28 C 0.47 1.15 -7.65
29 C -0.26 0.17 -6.98
30 C -0.10 -1.18 -7.29
31 N 0.22 2.54 -7.44
32 N 0.21 3.01 -6.28
33 C 0.64 2.25 -5.18
34 C 1.76 1.42 -5.20
35 C 2.15 0.68 -4.11
36 C 1.37 0.62 -2.92
37 O 1.64 -0.14 -1.95
38 C 0.21 1.52 -2.88
39 N -0.52 1.50 -1.75
40 C -1.53 2.33 -1.61
41 C -1.90 3.23 -2.63
42 C -1.21 3.23 -3.81
43 C -0.10 2.36 -3.97
44 H 0.78 -4.81 -8.22
45 H -0.67 -3.82 -7.95
46 H 0.68 -3.76 -6.79
47 H 2.18 -0.89 -9.77
48 H 1.85 1.52 -9.23
49 H -0.94 0.45 -6.19
50 H -0.66 -1.91 -6.72
51 H 2.35 1.37 -6.10
52 H 3.04 0.06 -4.15
53 H -2.07 2.27 -0.67
54 H -2.74 3.89 -2.47
55 H -1.48 3.89 -4.62
56 C -1.89 -2.92 2.88
57 C -2.03 -3.63 1.56
58 C -2.86 -4.73 1.41
59 C -2.98 -5.27 0.13
60 C -2.30 -4.73 -0.92
61 C -1.43 -3.61 -0.72
62 N -1.33 -3.11 0.55
63 N -0.72 -3.00 -1.67
64 Si -0.45 -3.58 -3.23
65 C 0.79 -2.48 -4.11
66 C 0.27 -5.33 -3.27
67 C -1.97 -3.62 -4.38
68 H -2.50 -2.01 2.88
69 H -0.86 -2.61 3.05
70 H -2.22 -3.56 3.70
71 H -3.40 -5.13 2.26
72 H -3.64 -6.13 -0.03
73 H -2.42 -5.14 -1.92
74 H 1.65 -2.28 -3.47
75 H 0.36 -1.51 -4.38
76 H 1.14 -2.95 -5.04
77 H 1.26 -5.34 -2.79
78 H 0.39 -5.69 -4.29
79 H -0.36 -6.04 -2.72
80 H -2.47 -2.65 -4.37
81 H -2.70 -4.38 -4.08
82 H -1.67 -3.84 -5.41

## Properties
* total charge: -2
* energy above the lowest of the compared OMol25 structures with the same formula, charge and spin: 0.0 kcal/mol
* 2S+1: 1
* orbital gap: 6.3 eV
* HOMO energy: -2.105 eV

# 7
Here is a 7-piece molecular cluster, C22H58N2O7PS overall from the Open Molecules 2025 dataset. Energies are from wB97M-V/def2-TZVPD.

Geometry (Å):
1 P -1.34 2.29 0.04
2 C 0.39 1.54 0.43
3 C 1.55 2.00 -0.44
4 S 1.84 3.81 -0.57
5 C 1.40 4.46 0.97
6 N 1.70 4.10 2.18
7 N 1.04 5.00 3.02
8 C 0.43 5.83 2.24
9 O 0.62 5.57 0.93
10 H -1.06 3.53 0.82
11 H -1.83 1.68 1.25
12 H -1.76 1.04 -0.72
13 H -0.83 2.90 -1.22
14 H -2.68 2.85 -0.27
15 H 0.63 1.63 1.49
16 H 0.28 0.48 0.24
17 H 2.48 1.59 -0.04
18 H 1.45 1.64 -1.45
19 H -0.18 6.66 2.54
20 C -1.64 3.33 4.69
21 C -2.84 3.61 3.80
22 C -3.99 4.23 4.58
23 O -3.26 2.42 3.15
24 H -1.92 2.61 5.47
25 H -0.83 2.89 4.11
26 H -1.27 4.24 5.17
27 H -2.53 4.29 3.00
28 H -4.33 3.55 5.36
29 H -4.83 4.43 3.92
30 H -3.69 5.17 5.06
31 H -3.53 1.78 3.81
32 C 2.22 -1.84 1.93
33 C 0.84 -1.67 2.53
34 C 0.54 -2.78 3.54
35 O -0.14 -1.65 1.51
36 H 2.29 -2.79 1.39
37 H 2.42 -1.04 1.21
38 H 3.00 -1.82 2.69
39 H 0.77 -0.70 3.02
40 H 0.56 -3.75 3.05
41 H -0.46 -2.64 3.97
42 H 1.27 -2.79 4.35
43 H -0.12 -2.49 1.04
44 C -1.73 -3.01 -3.40
45 C -1.38 -3.03 -1.92
46 C -2.55 -3.52 -1.08
47 O -0.97 -1.74 -1.49
48 H -2.56 -2.32 -3.58
49 H -0.88 -2.66 -3.99
50 H -2.03 -4.00 -3.76
51 H -0.52 -3.69 -1.76
52 H -3.40 -2.84 -1.19
53 H -2.28 -3.52 -0.02
54 H -2.86 -4.52 -1.37
55 H -1.71 -1.13 -1.61
56 C -0.80 -7.07 0.17
57 C -2.18 -6.90 0.78
58 C -2.49 -8.01 1.78
59 O -3.17 -6.88 -0.24
60 H -0.74 -8.01 -0.38
61 H -0.60 -6.26 -0.54
62 H -0.02 -7.06 0.93
63 H -2.24 -5.93 1.28
64 H -2.48 -8.98 1.28
65 H -3.48 -7.87 2.21
66 H -1.76 -8.03 2.59
67 H -3.14 -7.72 -0.70
68 C -0.41 0.68 -4.44
69 C -1.23 0.85 -5.71
70 C -1.49 2.31 -6.01
71 O -2.47 0.15 -5.60
72 H -0.95 1.09 -3.58
73 H -0.24 -0.38 -4.23
74 H 0.55 1.18 -4.52
75 H -0.71 0.39 -6.55
76 H -2.05 2.78 -5.20
77 H -2.08 2.42 -6.93
78 H -0.55 2.86 -6.14
79 H -2.95 0.53 -4.85
80 C 7.28 2.35 -0.26
81 C 6.49 2.49 -1.56
82 C 6.22 3.95 -1.89
83 O 5.27 1.77 -1.47
84 H 6.71 2.77 0.57
85 H 7.46 1.30 -0.04
86 H 8.24 2.87 -0.32
87 H 7.05 2.03 -2.37
88 H 5.62 4.41 -1.10
89 H 5.66 4.03 -2.82
90 H 7.15 4.51 -1.99
91 H 4.74 2.16 -0.76

## Properties
* total charge: -1
* 2S+1: 1
* orbital gap: 5.4 eV
* HOMO energy: -3.177 eV